1.
Molecular formula: C5H9N
Method: DFT, ωB97M-V/def2-TZVPD

Positions of all 15 atoms, in Å:
C  0.98000  0.65733  -0.32443
C  0.12657  0.02618  0.72589
C  -1.24760  0.44923  0.01401
C  2.37397  1.01144  -0.42668
C  -2.23861  -0.70246  -0.21770
N  -0.67673  1.16560  -1.11468
H  0.26144  -1.04921  1.11270
H  0.13652  0.56782  1.66954
H  -1.76135  1.11772  0.61235
H  2.47321  1.55432  0.51776
H  2.43893  1.57786  -1.35580
H  2.97901  0.00650  -0.53240
H  -3.19014  -0.40469  -0.81404
H  -2.62854  -0.89053  0.77055
H  -1.71177  -1.51040  -0.87175

Summary:
- DFT total energy: -250.44007 Ha
- Energy relative to the best compared isomer or geometry (same formula, charge and spin): 6.1735 eV
- HOMO-LUMO gap (spin up / spin down): 10.0 / 8.3 eV
- Total charge: 0
- Lowest unoccupied orbital energy (spin up / spin down): 0.665 / 0.343 eV

Population analysis type Mulliken, resulting atomic charges in e: number 1, C, carries 0.169; number 2, C, carries -0.483; number 3, C, carries 0.243; number 4, C, carries -0.824; number 5, C, carries -1.137; number 6, N, carries -0.550; number 7, H, carries 0.300; number 8, H, carries 0.254; number 9, H, carries 0.354; number 10, H, carries 0.276; number 11, H, carries 0.264; number 12, H, carries 0.241; number 13, H, carries 0.302; number 14, H, carries 0.317; number 15, H, carries 0.273

***

2.
Molecular formula: C5H9N
Method: DFT, ωB97M-V/def2-TZVPD

Positions of all 15 atoms, in Å:
C  1.42246  -0.51346  -0.60852
C  0.15473  0.11555  -0.07149
C  0.06147  1.62171  -0.18814
C  -1.15323  -0.66694  -0.34246
C  -0.56879  -0.56169  1.00325
N  -0.64454  -0.85907  2.22570
H  2.30931  -0.07060  -0.14396
H  1.43985  -1.59086  -0.41201
H  1.48206  -0.35726  -1.69234
H  0.91933  2.10695  0.28845
H  -0.84943  1.99801  0.28960
H  0.04222  1.90910  -1.24636
H  -1.49178  -1.42519  2.32886
H  -1.07403  -1.61747  -0.86814
H  -2.04962  -0.08879  -0.56244

Summary:
- DFT total energy: -250.60976 Ha
- Energy relative to the best compared isomer or geometry (same formula, charge and spin): 1.5561 eV
- HOMO-LUMO gap: 10.3 eV
- Total charge: 0
- SMILES string: [H]/N=C1\CC1(C)C
- Lowest unoccupied orbital energy: 0.969 eV

Population analysis type Mulliken, resulting atomic charges in e: number 1, C, carries -1.411; number 2, C, carries 1.279; number 3, C, carries -1.411; number 4, C, carries -0.838; number 5, C, carries 0.182; number 6, N, carries -0.700; number 7, H, carries 0.363; number 8, H, carries 0.336; number 9, H, carries 0.333; number 10, H, carries 0.363; number 11, H, carries 0.336; number 12, H, carries 0.333; number 13, H, carries 0.265; number 14, H, carries 0.284; number 15, H, carries 0.284

***

3.
Molecular formula: C5H9N
Method: DFT, ωB97M-V/def2-TZVPD

Positions of all 15 atoms, in Å:
C  -0.54463  1.68619  -0.14781
C  -0.39010  0.26582  0.39269
C  -0.49260  -0.80010  -0.71489
C  1.01324  0.00661  1.01076
C  1.71202  -1.10074  0.24318
N  0.82128  -1.46608  -0.65114
H  -0.43114  2.42482  0.65313
H  -1.52705  1.84059  -0.60886
H  0.22172  1.89521  -0.90479
H  -1.16931  0.08717  1.14142
H  -0.64094  -0.36171  -1.71048
H  -1.29365  -1.52836  -0.54245
H  1.02912  -2.20365  -1.31370
H  0.96228  -0.28777  2.06642
H  1.64420  0.90525  0.98567

Summary:
- DFT total energy: -250.60605 Ha
- Energy relative to the best compared isomer or geometry (same formula, charge and spin): 1.6568 eV
- HOMO-LUMO gap: 9.1 eV
- Total charge: 0
- Lowest unoccupied orbital energy: 0.987 eV

Population analysis type Mulliken, resulting atomic charges in e: number 1, C, carries -1.653; number 2, C, carries 0.571; number 3, C, carries -0.709; number 4, C, carries -0.428; number 5, C, carries -0.602; number 6, N, carries -0.012; number 7, H, carries 0.392; number 8, H, carries 0.385; number 9, H, carries 0.407; number 10, H, carries 0.294; number 11, H, carries 0.302; number 12, H, carries 0.268; number 13, H, carries 0.194; number 14, H, carries 0.287; number 15, H, carries 0.304

***

4.
Molecular formula: C5H9N
Method: DFT, ωB97M-V/def2-TZVPD

Positions of all 15 atoms, in Å:
C  1.64177  0.85266  -0.80487
C  0.46696  -0.11358  -0.94775
C  -0.67791  0.22247  -0.01043
C  -1.78262  -0.82477  0.26459
C  -0.81436  -0.44408  1.29601
N  -0.43520  -0.66607  2.47766
H  2.05439  0.82950  0.21001
H  2.44803  0.59987  -1.50116
H  1.33180  1.88316  -1.01528
H  0.80166  -1.14040  -0.74921
H  0.09810  -0.09902  -1.98180
H  0.37618  -0.07991  2.69795
H  -1.02228  1.25694  -0.06460
H  -1.67541  -1.79883  -0.21091
H  -2.81111  -0.47792  0.33981

Summary:
- DFT total energy: -250.60605 Ha
- Energy relative to the best compared isomer or geometry (same formula, charge and spin): 1.6570 eV
- HOMO-LUMO gap: 10.3 eV
- Total charge: 0
- SMILES string: [H]/N=C1/C[C@@H]1CC
- Lowest unoccupied orbital energy: 1.050 eV

Population analysis type Mulliken, resulting atomic charges in e: number 1, C, carries -1.152; number 2, C, carries -0.348; number 3, C, carries -0.256; number 4, C, carries -0.664; number 5, C, carries 0.482; number 6, N, carries -0.703; number 7, H, carries 0.286; number 8, H, carries 0.341; number 9, H, carries 0.314; number 10, H, carries 0.268; number 11, H, carries 0.292; number 12, H, carries 0.257; number 13, H, carries 0.379; number 14, H, carries 0.236; number 15, H, carries 0.268

***

Which formula does entry 2 have? C5H9N